Computed, not measured: an isolated molecule of C4H6N2O2 at a distorted geometry, with wB97M-V/def2-TZVPD.

Each line ends with the Löwdin charge.
Geometry (Å):
1 H -0.8978 1.5931 0.7734  0.111
2 H 1.8588 1.5622 0.0392  0.077
3 H 0.3897 -0.0656 1.5634  0.158
4 H -2.2738 0.8200 -1.2964  0.089
5 H -0.6598 -2.4640 0.6774  0.245
6 C -1.6511 0.3210 -0.6074  -0.156
7 C 1.6094 -0.5119 -0.1416  -0.438
8 C 0.2957 -0.4460 0.5273  -0.260
9 H 0.0991 1.4404 -0.7419  0.119
10 N -0.7668 -1.3065 0.4271  -0.103
11 O 2.1776 0.7194 -0.1471  0.112
12 C -0.4919 0.9149 0.0389  -0.100
13 N -1.6856 -1.0004 -0.4772  0.036
14 O 1.9965 -1.5766 -0.6352  0.111

Forces on the atoms, in the same order (eV/Å):
0.71 0.34 0.77
-1.85 1.42 0.87
0.92 -1.01 0.03
-0.78 0.29 -0.57
-0.21 4.70 -1.37
-0.05 -4.07 -0.98
-1.07 -2.04 -1.00
-1.29 5.31 2.12
-0.46 0.03 0.69
0.66 -7.94 1.90
3.93 -3.77 -1.61
0.89 -0.26 -1.04
-1.74 3.45 -0.88
0.36 3.55 1.06

Calculated values
HOMO, eV: -8.36
SMILES: O=C(O)[C@H]1CC=NN1
Net charge: 0